Run i
This record from OMol25 describes a cluster of 2 separate species, C2H4FPS in total. The level of theory is ωB97M-V/def2-TZVPD.

Calculated values
HOMO-LUMO gap (alpha / beta)	7.8 / 7.2	eV
highest occupied orbital energy (alpha / beta)	-8.895 / -8.649	eV

Element x y z (Å)
1 S 0.30 0.52 -0.82
2 P -0.29 3.69 1.08
3 F -1.82 1.45 1.55
4 C -0.83 2.13 1.01
5 C 0.94 -0.74 0.47
6 H 1.05 -1.61 -0.20
7 H 1.90 -0.23 0.70
8 H 1.01 3.34 0.36
9 H 0.22 -0.71 1.37

---

Run ii
This record from OMol25 describes a cluster of 2 separate species, C2H4FPS in total. The level of theory is ωB97M-V/def2-TZVPD.

Calculated values
HOMO-LUMO gap	9.7	eV
highest occupied orbital energy	-9.067	eV
SMILES string	FC#P.CS

Element x y z (Å)
1 S -1.21 1.19 -0.66
2 P 3.64 -1.25 -0.31
3 F 3.40 1.34 0.82
4 C -1.65 -0.53 0.08
5 C 3.48 0.20 0.27
6 H -2.61 -0.55 0.74
7 H -2.59 1.50 -0.81
8 H -1.73 -1.13 -0.87
9 H -0.72 -0.78 0.73

---

Last place for stability: run i

---

Run i
This record from OMol25 describes a cluster of 9 separate species, C17H51N17O9 in total. The level of theory is ωB97M-V/def2-TZVPD.

Calculated values
HOMO-LUMO gap	7.7	eV
highest occupied orbital energy	-8.003	eV
SMILES string	CC1(C)CCCC(C)(C)N1O.NC(N)=O.NC(N)=O.NC(N)=O.NC(N)=O.NC(N)=O.NC(N)=O.NC(N)=O.NC(N)=O

Element x y z (Å)
1 O 2.28 2.72 -2.25
2 O 3.05 -1.89 -3.46
3 O -1.28 -2.29 1.81
4 O -0.60 6.77 -2.27
5 O 3.72 0.77 2.50
6 O -0.64 1.91 3.44
7 O 4.88 4.93 -0.03
8 O 4.04 -3.39 -0.40
9 O 0.20 -0.15 -1.51
10 N -2.25 3.34 3.54
11 N 0.26 1.85 -0.37
12 N 2.49 -1.84 -0.74
13 N -1.12 0.30 0.30
14 N 2.63 -2.72 1.16
15 N 1.12 5.59 -2.62
16 N 2.50 1.13 4.36
17 N -0.74 4.57 -1.86
18 N 4.96 3.70 1.77
19 N 1.47 0.73 2.57
20 N 2.57 -1.42 -5.57
21 N 1.25 -0.75 -4.06
22 N -2.44 -2.43 0.89
23 N 3.80 1.54 -3.39
24 N 3.81 3.02 0.07
25 N 2.11 2.29 -4.44
26 N -2.50 1.31 4.35
27 C 4.58 3.93 0.54
28 C -3.95 -3.34 2.69
29 C -3.67 -2.29 1.65
30 C -3.69 -0.92 2.42
31 C 2.36 -1.38 -4.29
32 C -0.12 5.69 -2.22
33 C 2.66 2.17 -3.25
34 C -0.77 -3.40 -0.71
35 C -0.23 0.62 -0.65
36 C -2.44 -5.05 0.48
37 C -4.81 -3.29 -0.64
38 C -2.20 -3.57 -0.06
39 C 3.08 -2.69 -0.03
40 C 2.68 0.93 3.06
41 C -4.81 -2.29 0.51
42 C -1.80 2.17 3.66
43 C -3.29 -3.34 -1.20
44 H -1.63 3.98 3.06
45 H 1.68 -1.37 -0.37
46 H -5.78 -2.50 0.96
47 H -3.38 -3.19 3.60
48 H 2.35 1.56 -5.09
49 H 3.27 3.20 -0.77
50 H -0.08 2.57 0.26
51 H -1.53 -0.63 0.29
52 H 3.23 0.99 5.03
53 H 3.77 2.14 0.56
54 H -0.60 -2.36 -0.99
55 H 4.04 1.15 -4.29
56 H 5.50 4.51 2.04
57 H 4.59 1.86 -2.84
58 H 4.75 2.86 2.29
59 H 1.63 4.72 -2.55
60 H -0.69 -4.10 -1.55
61 H -3.85 -4.36 2.34
62 H 3.39 -1.89 -5.93
63 H 0.95 2.15 -1.05
64 H -0.30 3.67 -1.99
65 H 1.53 1.29 4.60
66 H 0.89 -0.35 -4.91
67 H 3.06 -3.38 1.79
68 H -3.49 -5.31 0.64
69 H -4.93 -3.21 3.15
70 H -3.02 -2.51 -1.86
71 H -2.05 0.42 4.55
72 H -4.72 -0.61 2.61
73 H -4.94 -1.35 -0.03
74 H -3.22 3.59 3.62
75 H -5.11 -4.28 -0.30
76 H -2.09 -5.79 -0.23
77 H 0.93 -0.67 -3.10
78 H 1.27 2.86 -4.43
79 H -1.36 0.85 1.10
80 H 1.93 -2.06 1.45
81 H 1.95 -0.90 -6.18
82 H -1.36 -3.05 2.39
83 H 2.75 -1.67 -1.70
84 H -3.37 -0.06 1.84
85 H 0.03 -3.76 -0.07
86 H 0.68 0.98 3.14
87 H -3.40 1.59 4.71
88 H 1.38 1.07 1.62
89 H -3.25 -4.08 -2.00
90 H -5.46 -3.00 -1.46
91 H -3.12 -0.96 3.35
92 H -1.82 -5.20 1.36
93 H -1.66 4.59 -1.45
94 H 1.52 6.46 -2.95

---

Run ii
This record from OMol25 describes a cluster of 9 separate species, C17H51N17O9 in total. The level of theory is ωB97M-V/def2-TZVPD.

Calculated values
HOMO-LUMO gap	8.5	eV
highest occupied orbital energy	-8.518	eV
SMILES string	CC1(C)CCCC(C)(C)N1O.NC(N)=O.NC(N)=O.NC(N)=O.NC(N)=O.NC(N)=O.NC(N)=O.NC(N)=O.NC(N)=O

Element x y z (Å)
1 O -1.62 -1.99 2.06
2 O -1.93 2.69 1.09
3 O -4.69 -0.49 3.76
4 O 1.91 -2.79 -3.58
5 O 2.51 1.87 -2.65
6 O -5.62 -4.59 1.37
7 O 3.87 -1.61 3.83
8 O -0.20 -5.24 -1.63
9 O 4.58 -0.13 0.65
10 N -1.61 -2.77 -0.09
11 N 3.40 1.81 0.42
12 N -3.06 -1.84 4.59
13 N -0.20 -2.70 -2.80
14 N 1.66 -2.05 3.32
15 N -4.83 -1.30 5.88
16 N 2.74 -3.23 4.90
17 N -3.53 -4.33 2.34
18 N -1.21 -6.11 0.24
19 N 2.68 -0.13 -0.58
20 N -2.76 1.34 2.75
21 N -4.52 -2.69 1.08
22 N -3.06 3.57 2.83
23 N 2.14 3.19 -2.34
24 N -0.04 -1.27 0.58
25 N 0.67 -0.91 -3.88
26 N 0.30 -7.34 -0.86
27 C 1.17 5.96 -2.62
28 C -4.61 -3.93 1.60
29 C 0.66 3.37 -2.31
30 C 3.66 0.50 0.13
31 C -1.12 -2.02 0.94
32 C -2.58 2.53 2.12
33 C 0.86 -2.16 -3.44
34 C -0.31 -6.11 -0.76
35 C -4.20 -1.14 4.69
36 C 4.44 3.94 -2.26
37 C 0.16 2.45 -1.20
38 C 3.05 4.15 -4.43
39 C 2.82 -2.22 3.97
40 C -0.03 2.97 -3.66
41 C 2.60 5.60 -2.40
42 C 0.33 4.86 -1.99
43 C 3.06 4.22 -2.88
44 H 3.97 2.27 1.10
45 H -1.13 -2.34 -2.83
46 H 0.45 1.42 -1.38
47 H -2.50 -3.21 0.13
48 H 0.82 -2.52 3.61
49 H 0.13 1.98 -4.07
50 H -4.34 -1.78 6.61
51 H -1.11 2.93 -3.45
52 H 2.60 5.68 -1.31
53 H 0.14 -0.67 1.36
54 H -1.93 -5.42 0.28
55 H 1.56 -1.27 2.69
56 H 0.83 -7.64 -1.66
57 H 1.87 -3.66 5.14
58 H 1.27 -0.49 -4.57
59 H 0.27 5.02 -0.91
60 H 3.28 3.16 -4.83
61 H 0.46 -1.35 -0.29
62 H 2.09 0.52 -1.08
63 H 5.23 4.56 -2.69
64 H 0.01 3.75 -4.42
65 H -4.06 -2.04 1.71
66 H -0.93 2.48 -1.23
67 H 0.06 -8.10 -0.26
68 H 3.79 4.81 -4.88
69 H -0.16 -3.67 -2.48
70 H -3.11 1.43 3.68
71 H -0.70 4.94 -2.34
72 H -2.83 0.48 2.24
73 H 4.42 4.17 -1.19
74 H 0.83 6.16 -3.65
75 H 2.77 -1.12 -0.62
76 H 3.48 -3.29 5.58
77 H -0.26 -0.52 -3.90
78 H 4.70 2.91 -2.46
79 H -0.97 -3.07 -0.80
80 H -1.09 -6.73 1.02
81 H 2.90 2.31 -0.30
82 H -5.71 -0.83 6.01
83 H -5.35 -2.40 0.59
84 H -2.48 -1.82 3.76
85 H -2.94 4.48 2.42
86 H 2.36 1.78 -3.60
87 H 2.08 4.54 -4.73
88 H -3.57 -5.23 2.77
89 H -3.74 3.49 3.56
90 H 0.57 2.82 -0.27
91 H -2.99 -3.60 2.78
92 H -2.72 -2.44 5.32
93 H 0.83 6.89 -2.16
94 H 3.34 6.31 -2.77

---

Last place for stability: run i

---

Run i
This record from OMol25 describes a cluster of 2 separate species, HIOS in total. The level of theory is ωB97M-V/def2-TZVPD.

Calculated values
HOMO-LUMO gap (alpha / beta)	7.5 / 6.5	eV
highest occupied orbital energy (alpha / beta)	-9.183 / -9.571	eV

Element x y z (Å)
1 I 1.39 0.23 -2.69
2 S -0.41 1.16 0.61
3 O -0.60 -0.26 1.32
4 H -0.38 -1.13 0.77

---

Run ii
This record from OMol25 describes the molecule HIOS. The level of theory is ωB97M-V/def2-TZVPD.

Calculated values
HOMO-LUMO gap	8.4	eV
highest occupied orbital energy	-9.252	eV
SMILES string	OSI

Element x y z (Å)
1 I 2.12 0.38 -0.21
2 S 0.33 -1.17 -0.09
3 O -1.03 0.10 0.52
4 H -1.42 0.68 -0.22

---

Last place for stability: run i

---

Run i
This record from OMol25 describes a structure of composition C11H17NO2. The level of theory is ωB97M-V/def2-TZVPD.

Calculated values
HOMO-LUMO gap	9.1	eV
highest occupied orbital energy	-8.283	eV

Element x y z (Å)
1 O -3.04 0.59 -0.07
2 O 3.54 -0.84 -0.80
3 N -0.05 -0.20 -1.11
4 C -4.06 0.10 -0.13
5 C -2.69 -1.48 0.46
6 C 4.57 -0.14 -0.11
7 C -3.96 -1.11 0.22
8 C 2.61 0.29 0.99
9 C -0.74 -0.04 0.46
10 C 2.30 -0.38 -0.16
11 C -2.08 -0.45 0.10
12 C 4.01 1.02 0.72
13 C -5.33 0.95 -0.41
14 C 1.40 0.12 -1.12
15 H 2.95 -0.68 1.80
16 H 3.73 1.81 -0.02
17 H -5.21 1.33 -1.42
18 H 5.27 -0.99 0.41
19 H -5.58 1.75 0.31
20 H -0.19 -1.19 -1.28
21 H 1.88 0.87 1.32
22 H 5.38 0.44 -1.07
23 H 1.66 0.07 -2.08
24 H 1.36 1.29 -0.77
25 H 4.59 1.25 1.64
26 H -2.30 -2.55 0.80
27 H -6.28 0.46 -0.54
28 H -4.89 -1.73 0.30
29 H -0.10 -0.42 1.13
30 H 1.82 -1.48 0.21
31 H -0.56 1.33 0.21

---

Run ii
This record from OMol25 describes the molecule C11H17NO2. The level of theory is ωB97M-V/def2-TZVPD.

Calculated values
HOMO-LUMO gap	9.2	eV
highest occupied orbital energy	-8.345	eV
SMILES string	CNCCc1ccc(OC)c(OC)c1

Element x y z (Å)
1 O 2.72 -1.35 -0.78
2 O 2.37 1.13 0.69
3 N -3.18 -0.76 0.18
4 C 0.15 1.28 -0.26
5 C -2.26 1.40 -0.81
6 C 0.50 -1.15 -1.66
7 C -0.84 -0.47 -1.68
8 C -2.49 -1.36 1.43
9 C 3.15 -1.63 0.60
10 C 3.58 1.69 0.28
11 C 1.39 0.67 -0.21
12 C 1.52 -0.65 -0.79
13 C -0.97 0.71 -0.94
14 C -3.22 0.78 0.25
15 H -4.16 1.26 0.10
16 H 4.12 1.01 -0.38
17 H -1.37 -1.10 1.44
18 H -2.88 -1.12 2.49
19 H -2.75 1.02 1.19
20 H -2.70 -2.47 1.22
21 H -4.12 -1.16 0.25
22 H 2.40 -2.21 1.22
23 H -0.01 2.24 0.36
24 H 0.56 -2.06 -2.29
25 H 4.26 1.97 1.17
26 H 3.48 -0.80 1.28
27 H 3.93 -2.46 0.37
28 H -2.15 2.48 -0.54
29 H -1.64 -1.03 -2.12
30 H -2.85 1.40 -1.80
31 H 3.44 2.74 -0.26

---

Last place for stability: run i